[1]
The following is a quantum chemistry calculation of a cluster of 2 separate species, C17H31FO7S in total at a distorted geometry, from OMol25.

```
57
Properties=species:S:1:pos:R:3:forces:R:3
C 4.883602 0.439240 -1.685597 0.4250 0.0900 0.2617
O 4.404161 -0.247490 -0.451867 -1.4992 1.0108 -1.6062
C 2.949654 -0.044536 -0.312979 -0.4113 -0.3506 0.7574
C 2.534991 1.535625 -0.160774 -0.6033 -0.1251 -0.1796
C 1.560568 1.959952 -1.411065 0.2069 0.0565 -0.4147
C 1.173700 3.553037 -1.472217 0.5728 -0.1596 -0.0758
C 0.678214 4.200014 -0.048661 -0.8002 1.1873 -0.1364
C -0.978395 4.330961 0.062570 0.4944 -1.2676 -0.0756
C -1.541123 2.925721 0.770813 -0.0805 0.3210 0.0653
C -2.943324 2.393741 0.030475 1.0096 0.7879 0.0481
C -2.457275 1.547244 -1.286307 -1.1159 0.3982 -0.7851
C -3.439772 1.550212 -2.639807 0.7416 -1.7248 0.0805
C -2.467493 0.522609 -3.531887 0.4030 0.7114 -5.0102
O -2.342593 0.526599 -4.881868 -0.4216 -0.6157 9.4347
O -1.723663 -0.361033 -2.573723 -1.5998 2.0733 -1.5551
C -2.262464 -0.077846 -1.205687 -1.6554 0.3132 -0.0515
C -1.530648 -0.765430 0.089422 -0.0632 -0.9751 0.1563
C -0.805360 -2.224513 -0.287364 -1.2395 0.7574 0.4972
F 0.171857 -2.518950 0.790403 -1.6920 0.5005 -2.2569
H 5.694182 -0.238227 -2.198444 -1.5920 1.3079 1.1186
H 4.000389 0.613068 -2.440368 1.7764 -0.2510 1.4702
H 5.382975 1.457485 -1.339678 -1.0934 -2.0108 -1.0373
H 2.398007 -0.584841 -1.214423 1.0249 1.3396 1.6193
H 2.580657 -0.609306 0.670269 1.1619 1.1067 -2.1376
H 1.937701 1.637954 0.847969 1.1549 -0.1237 -1.9924
H 3.481425 2.244545 -0.065179 -1.9501 -1.6147 -0.3563
H 2.090912 1.696995 -2.445953 -1.0736 0.5070 2.2576
H 0.585998 1.281294 -1.385092 1.9681 1.4329 0.0562
H 2.126009 4.180702 -1.816511 -1.9233 -1.5448 0.7193
H 0.384474 3.682626 -2.344973 1.4078 -0.0879 1.9487
H 1.019443 3.619529 0.908619 -0.3853 1.0158 -2.0135
H 1.144634 5.288547 0.011726 -0.9915 -2.2696 -0.0473
H -1.290690 5.295979 0.659604 0.5190 -2.0497 -1.2162
H -1.433190 4.339121 -1.018226 0.8804 0.3414 1.9905
H -1.714964 3.123853 1.932201 0.4008 -0.5927 -2.5224
H -0.686243 2.108813 0.623836 -1.9164 1.7071 0.4744
H -3.500544 3.398664 -0.293201 0.9860 -2.4020 0.5532
H -3.620556 1.805268 0.781731 1.2832 0.9588 -1.5976
H -1.476842 2.079999 -1.697727 -1.8118 -1.3943 1.0831
H -4.443600 0.913746 -2.530211 2.0973 1.4566 0.1734
H -3.725805 2.583165 -3.110646 1.0558 -2.1580 0.6569
H -3.329316 -0.601699 -1.288730 2.0293 1.3298 0.6568
H -0.804348 -0.066840 0.683997 -1.1614 -1.3445 -1.4938
H -2.399883 -1.059166 0.852771 1.8427 0.9067 -1.7141
H -0.318035 -2.194906 -1.351643 -0.5654 -0.1680 2.3546
H -1.667830 -3.046138 -0.230211 2.2046 1.6164 -0.1727
O -0.635603 -6.709467 5.708378 0.5275 1.7298 -0.6610
S -0.137151 -5.526658 5.042316 -0.0812 -0.0565 0.4308
O 0.086990 -4.273982 5.725665 -0.2684 -1.7740 -0.6535
O -1.072662 -5.245832 3.736999 0.4813 -0.5521 0.8603
C -0.264269 -5.255302 2.561583 0.6089 0.3939 -0.4508
C 0.903982 -6.185391 2.877565 -0.4019 -0.4281 -0.4857
O 1.226219 -5.929311 4.242617 -0.7512 0.6839 0.4637
H 0.083670 -4.233419 2.379260 -0.0249 -0.1754 -0.0584
H -0.845341 -5.599757 1.701943 -0.0631 -0.0034 0.3142
H 1.768839 -6.000588 2.235972 -0.0499 0.0919 0.3278
H 0.605729 -7.235681 2.792315 0.0225 0.0858 -0.0730
```
Positions in Å, forces in eV/Å.

**LUMO energy**: 0.37 eV
**Kohn-Sham gap**: 10.15 eV
**SMILES string**: COCCCCCCCC[C@@H]1CC(=O)O[C@H]1CCF.O=S1(=O)OCCO1
**HOMO level**: -9.78 eV
**Spin multiplicity**: 1

List of Löwdin charges in e, atom by atom: -0.110, -0.262, -0.227, -0.179, -0.216, -0.208, -0.209, -0.194, -0.198, -0.148, -0.229, -0.042, -0.210, -0.031, -0.086, -0.243, -0.090, -0.115, -0.149, 0.102, 0.087, 0.104, 0.131, 0.133, 0.100, 0.131, 0.113, 0.098, 0.118, 0.112, 0.098, 0.112, 0.114, 0.096, 0.121, 0.084, 0.124, 0.115, 0.134, 0.138, 0.134, 0.162, 0.109, 0.135, 0.127, 0.136, -0.239, 0.679, -0.236, -0.197, -0.179, -0.174, -0.194, 0.112, 0.136, 0.138, 0.132

[2]
The following is a quantum chemistry calculation of a cluster of 2 separate species, C3H4O5P in total at a distorted geometry, from OMol25.

```
13
Properties=species:S:1:pos:R:3:forces:R:3
C 3.272051 -0.886377 0.384659 -2.6628 3.0319 -0.3091
C 1.946794 0.673658 -0.686297 0.9982 -2.2913 -0.4713
C -1.457437 0.105628 -0.341949 1.1053 -0.4700 0.2042
O 1.129394 2.919990 0.434843 0.0997 0.5624 -0.3544
O 3.908183 -1.575117 -0.304236 1.4611 -1.4971 -1.3744
O 1.957532 0.602500 -1.874743 0.3637 0.1489 1.8725
O 0.620148 0.768369 1.779905 0.5285 -0.3984 -0.5934
O -0.601958 1.227801 -0.380787 -0.7822 0.6949 -1.2663
P 0.763360 1.499787 0.490669 -1.2654 -0.4007 0.8951
H 3.169912 -1.049232 1.473870 -0.0817 0.1520 0.3662
H -0.998430 -0.558649 0.326408 0.2572 -1.2636 1.3591
H -1.639817 -0.504224 -1.218209 0.9401 0.4998 -1.2646
H -2.464951 0.245341 -0.049801 -0.9617 1.2313 0.9363
```
Positions in Å, forces in eV/Å.

**LUMO energy (alpha / beta)**: 3.75 / 3.75 eV
**Kohn-Sham gap (alpha / beta)**: 7.47 / 7.47 eV
**Net charge**: -1
**HOMO level (alpha / beta)**: -3.71 / -3.71 eV
**Spin multiplicity**: 1

List of Löwdin charges in e, atom by atom: -0.172, -0.198, -0.150, -0.323, -0.022, 0.032, -0.345, -0.269, 0.214, 0.050, 0.051, 0.071, 0.060

[3]
The following is a quantum chemistry calculation of a structure of composition C2H6AlO at a distorted geometry, from OMol25.

```
10
Properties=species:S:1:pos:R:3:forces:R:3
Al 2.958131 -2.584610 0.543636 0.6228 -0.6065 0.1961
C -0.453806 1.222508 -0.329976 -1.8182 1.6077 -2.0996
C -0.252117 -0.128901 0.445557 3.6201 -3.1716 2.2086
O 0.429560 -1.058882 -0.316633 -1.8892 1.7517 0.7734
H -0.982034 1.887881 0.377927 -0.6125 -0.5886 0.2401
H -0.999029 1.100434 -1.282241 -0.0054 0.7773 0.0067
H 0.594593 1.540709 -0.555101 0.4442 -0.9170 0.0093
H -1.296960 -0.523639 0.697416 -1.2287 0.7842 -0.7687
H 0.184256 -0.042408 1.447741 0.4599 0.1936 -0.2807
H -0.182592 -1.413092 -1.028327 0.4071 0.1693 -0.2852
```
Positions in Å, forces in eV/Å.

**LUMO energy**: -21.57 eV
**Kohn-Sham gap**: 3.84 eV
**Net charge**: +3
**HOMO level**: -25.41 eV
**Spin multiplicity**: 1

List of Löwdin charges in e, atom by atom: 1.444, 0.230, -0.057, 0.128, 0.186, 0.163, 0.199, 0.298, 0.179, 0.230

[4]
The following is a quantum chemistry calculation of a cluster of 2 separate species, C5H8N2 in total, from OMol25.

```
15
Properties=species:S:1:pos:R:3:forces:R:3
C -2.423049 -0.628247 -1.461745 0.0751 0.2713 0.1003
N -0.547554 -0.846825 -0.706498 -0.1171 0.0077 -0.2030
C 0.465024 -0.248072 -1.408108 -0.0318 0.0355 0.0616
C 1.247555 0.388937 -0.493955 -0.0399 -0.0403 -0.0620
C 0.627234 0.125394 0.768866 -0.0583 -0.0279 0.0721
C 1.072988 0.590643 2.119119 -0.0032 -0.0156 0.0334
N -0.450145 -0.617174 0.627960 0.1945 0.1594 0.0182
H -2.165049 0.251173 -2.074537 -0.0247 -0.1473 0.0794
H -2.802106 -0.226331 -0.509131 0.0516 -0.0660 -0.1266
H -1.250172 -1.554673 -1.096761 0.1405 -0.0383 0.0467
H 0.518491 -0.333644 -2.484350 0.0118 0.0131 0.1493
H 2.141000 0.969274 -0.678125 -0.1445 -0.0917 0.0156
H 1.091817 1.684843 2.172393 -0.0105 -0.1653 -0.0309
H 2.083628 0.230834 2.340352 -0.1474 0.0490 -0.0321
H 0.390339 0.213870 2.884520 0.1040 0.0564 -0.1220
```
Positions in Å, forces in eV/Å.

**LUMO energy**: 0.24 eV
**Kohn-Sham gap**: 9.38 eV
**HOMO level**: -9.14 eV
**Spin multiplicity**: 1

List of Löwdin charges in e, atom by atom: 0.098, -0.156, -0.096, -0.023, -0.353, -0.041, 0.095, -0.026, -0.023, 0.065, 0.122, 0.103, 0.079, 0.079, 0.076

[5]
The following is a quantum chemistry calculation of a structure of composition C4H12ClMnO4 at a distorted geometry, from OMol25.

```
22
Properties=species:S:1:pos:R:3:forces:R:3
Mn 1.262987 2.146132 -0.317148 7.9637 5.4574 4.8907
Cl -0.124973 1.103342 0.447112 -7.6044 -1.3869 3.0670
C 0.353877 2.418712 -2.494208 -0.7355 0.3206 -0.2725
C 0.538747 0.903602 -2.213568 -1.7036 1.0580 -2.4096
O 1.686417 0.827072 -1.403938 2.6408 -4.6790 -4.4178
O 0.118477 3.147552 -1.210638 -3.0723 3.1372 -3.9487
H -0.475223 2.650352 -3.162808 -0.0533 -0.3992 0.0833
H 1.244697 2.921422 -2.870808 0.2191 -0.6335 -0.4600
H 0.602247 0.420392 -3.188538 0.8123 0.0493 -0.1064
H -0.315403 0.411632 -1.748268 0.0656 0.3864 0.1010
H 2.038147 -0.060448 -1.504908 0.5872 -0.3608 0.5010
H -0.133713 4.041752 -1.452308 -0.1507 0.4613 0.1909
C -0.912773 -1.323678 2.001862 -0.0493 -0.9384 -0.4129
C -1.019313 -2.876068 2.006692 2.0822 0.5749 0.8124
O 0.081217 -3.357798 2.780022 0.4352 -0.0024 0.3632
O 0.406327 -0.836358 1.820112 0.6162 -2.8893 1.6299
H -1.376933 -1.032418 2.944112 0.1221 0.6489 -0.0324
H -1.478423 -1.021868 1.120362 -0.6971 0.3356 0.2062
H -0.834913 -3.275658 1.009482 -0.8335 -0.0791 -0.2030
H -1.907143 -3.187418 2.557062 -0.5272 0.1452 -0.9027
H -0.174433 -4.107148 3.322902 -0.1252 0.0109 -0.1049
H 0.420097 0.086892 1.557412 0.0077 -1.2170 1.4255
```
Positions in Å, forces in eV/Å.

**LUMO energy (alpha / beta)**: -4.38 / -4.70 eV
**Kohn-Sham gap (alpha / beta)**: 7.47 / 7.15 eV
**Net charge**: +1
**HOMO level (alpha / beta)**: -11.85 / -11.85 eV
**Expectation value of S²**: 8.76
**Spin multiplicity**: 6

List of Löwdin charges in e, atom by atom: 0.694, 0.617, -0.095, -0.234, -0.183, -0.224, 0.153, 0.142, 0.156, 0.101, 0.167, 0.147, -0.273, -0.216, -0.082, -0.193, 0.118, 0.078, 0.111, 0.122, 0.083, -0.191

[6]
The following is a quantum chemistry calculation of the molecule C6H11N at a distorted geometry, from OMol25.

```
18
Properties=species:S:1:pos:R:3:forces:R:3
C 2.809013 -1.381571 -1.506062 0.2827 1.0313 -0.5913
C 1.624313 -0.932858 -1.028681 0.8600 -1.1423 -0.5781
N 1.371459 0.394598 -0.781537 0.3421 1.5425 -1.8282
C 0.594354 1.165460 0.157632 -0.9749 -1.0607 1.1224
C -0.521337 0.358926 0.757514 -1.8218 -0.7162 -0.0513
C -1.826465 0.625737 0.581868 0.9007 0.6411 0.5472
C -2.932734 -0.044516 1.379306 1.5310 -1.0052 -1.1481
H 3.470792 -0.692669 -2.046163 0.4045 0.0763 1.0296
H 3.134825 -2.412045 -1.557196 -0.8330 -0.1599 -0.4237
H 0.882670 -1.693739 -1.263006 -0.8115 0.0610 1.6710
H 1.937820 0.985014 -1.378638 0.2105 -0.0334 0.3675
H 1.192907 1.542344 1.002108 0.3166 -0.2588 -0.1177
H 0.121747 2.083692 -0.222302 0.2945 -0.4069 -0.6955
H -0.414163 -0.583158 1.303918 1.0461 0.4528 0.2522
H -2.024896 1.426535 -0.116530 -0.5817 0.3097 0.0465
H -3.477756 -0.701934 0.699112 -0.7456 0.4328 0.1323
H -2.422945 -0.756067 2.023389 -0.0243 -0.0025 0.4400
H -3.519611 0.616258 1.995265 -0.3960 0.2385 -0.1749
```
Positions in Å, forces in eV/Å.

**LUMO energy**: 1.13 eV
**Kohn-Sham gap**: 8.95 eV
**SMILES string**: C=CNC/C=C/C
**HOMO level**: -7.82 eV
**Spin multiplicity**: 1

List of Löwdin charges in e, atom by atom: -0.025, -0.257, -0.050, -0.215, -0.132, -0.161, -0.095, 0.046, 0.035, 0.108, 0.123, 0.113, 0.114, 0.105, 0.092, 0.072, 0.061, 0.067

Per-record E, a.u.: -1690.742286 -834.320927 -395.862241 -304.657147 -2071.302572 -289.864744